C2H7S2 | ωB97M-V/def2-TZVPD

```
11
Properties=species:S:1:pos:R:3
C -2.00 0.92 0.74
S -2.09 0.05 -0.86
H -0.99 1.18 1.05
H -2.40 0.22 1.48
H -2.54 1.87 0.80
H -0.23 -1.05 -0.36
C 2.13 -0.52 -0.62
S 0.90 -1.73 0.01
H 2.44 0.21 0.13
H 1.72 -0.10 -1.53
H 3.05 -1.06 -0.84
```

Values from the calculation:
- Charge: -1
- 2S+1: 1
- Lowest unoccupied orbital energy: 3.61 eV
- HOMO-LUMO gap: 6.16 eV
- E: -23858.6420 eV